This record from OMol25 describes a 3-piece molecular cluster, C16H42F7N6O2P3 overall at a distorted geometry. The level of theory is ωB97M-V/def2-TZVPD.

XYZ file:
```
76
Properties=species:S:1:pos:R:3:forces:R:3:mulliken_charge:R:1
C 5.2389 -2.7972 6.7164 -0.46 -0.15 -0.14 -1.214
P 3.3837 -2.4170 6.9253 1.11 -0.30 -0.17 0.287
C 1.4384 -2.0878 7.0706 0.40 0.09 0.53 0.451
F 1.1144 -1.1045 6.1927 -0.27 -0.06 -0.31 -0.255
F 1.1254 -1.6069 8.3099 0.04 0.01 0.24 -0.311
C 0.5709 -3.3290 6.8459 -0.77 0.90 -0.70 0.645
F 0.7852 -4.2367 7.8076 0.29 -0.12 0.03 -0.286
F 0.9087 -3.8425 5.6359 0.16 -0.21 -0.01 -0.273
C -0.9655 -3.0884 6.7960 0.15 -1.04 0.67 0.457
F -1.5461 -4.2597 6.4830 -0.07 0.15 -0.30 -0.273
F -1.3999 -2.7741 8.0181 -0.08 0.49 -0.19 -0.255
F -1.3236 -2.1773 5.9079 -0.13 -0.05 0.34 -0.155
H 5.6517 -2.2509 5.8694 0.13 0.21 0.11 0.372
H 5.3203 -3.8554 6.4684 0.09 -0.10 0.02 0.370
H 5.8177 -2.6189 7.6200 0.07 0.12 0.03 0.363
H 3.3699 -1.6206 5.7518 -0.32 -0.11 0.03 0.025
H 3.5710 -1.6937 8.1274 -0.34 -0.07 -0.02 0.028
H 3.1029 -3.8081 6.9467 -0.10 0.10 0.10 0.010
C -1.2122 -2.5654 1.5313 -0.25 -0.16 -0.08 -0.996
N -1.2755 -1.2525 2.1268 -0.14 -0.16 0.23 0.293
C -0.5057 -1.1497 3.3580 0.10 0.69 -0.15 -1.305
P -1.7342 0.2404 1.4179 0.14 -4.81 -3.25 0.801
O -0.3773 0.8028 1.0704 -1.20 2.23 2.27 -0.902
N -2.3693 0.1914 -0.1852 0.34 0.60 -0.48 0.346
C -2.8595 -0.9889 -0.8572 -0.63 -0.12 0.31 -1.193
C -1.7437 1.0800 -1.1610 0.36 -0.02 0.03 -1.306
N -3.3119 0.1598 2.0654 0.49 1.91 0.49 0.024
C -3.9122 -0.9381 2.7962 0.25 -0.15 0.67 -0.605
C -4.2881 1.1448 1.6068 -0.01 0.19 0.05 -1.018
H -1.6488 -3.3039 2.2182 0.14 -0.02 0.03 0.323
H -0.1822 -2.8731 1.3108 0.00 0.02 -0.03 0.340
H -1.7893 -2.6556 0.6165 0.06 0.20 -0.04 0.286
H -1.1206 -0.7287 4.1586 0.10 0.07 0.03 0.394
H 0.3730 -0.5066 3.2328 -0.01 -0.02 0.01 0.357
H -0.1542 -2.1217 3.6955 -0.13 -0.12 -0.16 0.344
H -2.0421 -1.6195 -1.2316 -0.04 -0.05 -0.01 0.335
H -3.4753 -0.7080 -1.7165 0.07 0.12 0.00 0.373
H -3.5141 -1.5834 -0.2157 0.15 -0.05 0.12 0.252
H -0.8098 0.6529 -1.5505 0.03 0.13 -0.07 0.334
H -1.5166 2.0447 -0.7164 0.12 -0.04 0.03 0.336
H -2.4153 1.2685 -2.0021 -0.12 -0.19 0.06 0.535
H -4.1739 -1.7680 2.1322 0.08 -0.02 -0.01 0.225
H -4.8291 -0.6085 3.2905 0.00 0.18 -0.15 0.371
H -3.2733 -1.3093 3.5943 0.11 -0.09 -0.14 0.045
H -4.8884 0.7539 0.7797 0.03 -0.02 -0.01 0.319
H -3.7973 2.0546 1.2676 0.03 -0.04 -0.11 0.323
H -4.9651 1.4360 2.4141 0.08 -0.08 0.07 0.370
C 1.8675 4.3152 -4.8126 0.20 -0.07 -0.13 -1.083
N 1.1519 3.1982 -4.2462 0.41 0.10 0.31 0.216
C 0.9150 3.3425 -2.8175 -0.38 -0.36 -0.01 -1.124
P 0.2010 1.9947 -5.0331 2.95 5.15 -2.76 0.973
O -1.1388 2.6692 -4.8309 -0.71 -3.25 1.55 -0.905
N 0.1933 2.0054 -6.7569 -0.88 -0.37 -0.25 0.243
C 1.1480 2.6892 -7.5971 0.62 -0.40 0.05 -1.194
C -1.1185 2.0249 -7.3989 -0.17 0.22 0.20 -1.044
N 1.5314 0.9185 -5.0074 -1.65 -1.43 0.32 0.023
C 2.8906 1.1915 -4.5850 0.16 0.07 0.77 -0.840
C 1.4110 -0.3280 -5.7605 -0.10 -0.20 0.07 -1.038
H 2.8629 4.3880 -4.3517 -0.05 0.11 0.07 0.358
H 1.3477 5.2680 -4.6511 -0.01 0.01 -0.04 0.330
H 2.0565 4.2162 -5.8766 -0.19 -0.09 -0.03 0.301
H 1.2464 2.4475 -2.2731 -0.06 0.04 0.08 0.352
H -0.1465 3.4969 -2.5959 0.02 0.01 0.03 0.252
H 1.4630 4.1895 -2.4072 0.11 0.02 -0.15 0.403
H 0.9488 3.7670 -7.6536 0.05 0.00 -0.01 0.340
H 1.1068 2.2951 -8.6169 -0.13 -0.04 0.03 0.395
H 2.1757 2.5249 -7.2665 -0.03 0.10 0.16 0.245
H -1.5433 3.0356 -7.4245 -0.09 -0.04 -0.03 0.296
H -1.8171 1.3788 -6.8745 -0.03 0.09 0.06 0.317
H -1.0406 1.6539 -8.4241 0.19 0.02 0.01 0.355
H 3.4286 1.7905 -5.3262 -0.07 0.07 0.01 0.227
H 3.4408 0.2568 -4.4521 -0.17 -0.11 -0.15 0.361
H 2.9379 1.6915 -3.6212 -0.04 0.15 -0.10 0.248
H 1.8418 -0.2300 -6.7618 0.00 0.03 0.00 0.319
H 0.3688 -0.6217 -5.8680 -0.02 0.07 -0.09 0.318
H 1.9171 -1.1506 -5.2489 0.02 0.08 0.08 0.371
```
Forces are in eV/Å.

Lowest unoccupied orbital energy (eV): 0.41
Total energy (eV): -77192.9162
Kohn-Sham gap (eV): 8.167
Molar mass (g mol⁻¹): 576.46